{
  "formula": "C33H41BrF3MnN9O5",
  "method": "the ωB97M-V functional and the def2-TZVPD basis",
  "total_charge": 2,
  "s2": 8.752,
  "e_above_lowest_ev": 0.000,
  "homo_ev": [-12.24, -12.24],
  "multiplicity": 6,
  "species": ["Mn", "C", "N", "C", "C", "O", "C", "O", "C", "C", "O", "N", "C", "C", "H", "H", "H", "H", "H", "H", "H", "H", "H", "H", "H", "H", "H", "H", "H", "H", "C", "O", "C", "C", "C", "Br", "C", "C", "C", "O", "C", "N", "C", "C", "C", "C", "C", "C", "N", "H", "H", "H", "H", "H", "H", "H", "H", "H", "H", "H", "C", "C", "C", "C", "N", "C", "N", "N", "N", "H", "H", "H", "H", "H", "H", "H", "H", "H", "H", "F", "C", "F", "F", "C", "C", "C", "N", "C", "C", "H", "H", "H", "H"],
  "xyz": [[0.4958, -0.0896, 0.9078], [2.8328, 4.2799, 0.9352], [3.5835, 3.0399, 0.7206], [4.9620, 3.1705, 0.2107], [2.9766, 1.8699, 0.9480], [1.7357, 1.7598, 1.2164], [3.8409, 0.6044, 0.8524], [3.2217, -0.5707, 1.3226], [3.4125, -0.8822, 2.6961], [2.1105, -1.0034, 3.4988], [1.0053, -0.6067, 3.0102], [2.2297, -1.4839, 4.7477], [3.4450, -2.0265, 5.3533], [1.0129, -1.6527, 5.5426], [2.6163, 4.7762, -0.0199], [3.4273, 4.9475, 1.5480], [1.8944, 4.0078, 1.4194], [5.0481, 4.1671, -0.2219], [5.1552, 2.4019, -0.5390], [5.6951, 3.0817, 1.0199], [4.8146, 0.7828, 1.3245], [4.0610, 0.4233, -0.2098], [4.0612, -0.1389, 3.1784], [3.9647, -1.8316, 2.7414], [4.3190, -1.7776, 4.7514], [3.3543, -3.1118, 5.4511], [3.5234, -1.6108, 6.3633], [0.2199, -1.1135, 5.0219], [1.1889, -1.2359, 6.5269], [0.7652, -2.7083, 5.6467], [1.9506, -3.2475, 0.4172], [1.4952, -2.0847, -0.2919], [1.5057, -2.1203, -1.6500], [2.0816, -3.1603, -2.3828], [2.0258, -3.1635, -3.7838], [2.7995, -4.5941, -4.7452], [1.3972, -2.1372, -4.4752], [0.8414, -1.0505, -3.7423], [0.9015, -1.0649, -2.3430], [0.3345, -0.1042, -1.4891], [0.2109, 0.0045, -4.4845], [-0.2745, -0.1350, -5.7177], [-0.8629, 1.0893, -6.0558], [-1.5280, 1.4685, -7.2032], [-1.9947, 2.7809, -7.2697], [-1.8150, 3.6909, -6.2249], [-1.1719, 3.3184, -5.0382], [-0.7025, 2.0239, -4.9791], [-0.0224, 1.2860, -3.9671], [3.0310, -3.3419, 0.3508], [1.4492, -4.1509, 0.0811], [1.6653, -3.1134, 1.4655], [2.5788, -3.9617, -1.8660], [1.3277, -2.1832, -5.5538], [-0.2911, 0.4686, -2.0256], [-1.6000, 0.7808, -8.0417], [-2.5133, 3.1180, -8.1636], [-2.2029, 4.6979, -6.3175], [-1.0706, 4.0116, -4.2069], [0.7138, 1.7770, -3.4347], [-3.7992, -4.3565, 3.9721], [-4.7081, -3.6590, 2.9420], [-5.1560, -2.2633, 3.3596], [-4.0766, -3.6936, 1.5117], [-2.9601, -2.7341, 1.3523], [-2.9234, -1.4133, 1.0725], [-1.6413, -0.9824, 1.1511], [-0.9194, -2.0773, 1.4330], [-1.6886, -3.1243, 1.5655], [-4.2638, -4.3062, 4.9531], [-2.8160, -3.8958, 4.0368], [-3.6537, -5.3972, 3.7050], [-5.6146, -4.2575, 2.8702], [-4.3191, -1.6144, 3.6501], [-5.7847, -2.3342, 4.2382], [-5.7365, -1.7843, 2.5800], [-4.7998, -3.4638, 0.7302], [-3.6631, -4.6868, 1.3011], [-3.7737, -0.7869, 0.8395], [-2.3856, 5.7386, -2.3374], [-3.1844, 4.8036, -1.7348], [-3.9302, 4.1985, -2.6986], [-4.0422, 5.4546, -0.8962], [-2.3484, 3.8248, -0.9570], [-0.9559, 3.6412, -1.1917], [-0.2489, 2.6642, -0.5176], [-0.8332, 1.8053, 0.3368], [-2.1008, 2.0382, 0.6749], [-2.8906, 2.9770, 0.0161], [-0.4036, 4.2413, -1.9046], [0.8212, 2.5360, -0.6892], [-2.4951, 1.4730, 1.5103], [-3.9380, 3.0626, 0.2989]],
  "lowdin_charge": [1.0172, -0.0039, -0.1202, -0.0008, -0.3490, -0.0772, -0.0960, -0.1418, -0.0889, -0.3464, -0.0637, -0.1274, -0.0047, 0.0004, 0.1046, 0.1034, 0.0912, 0.1034, 0.0957, 0.1077, 0.1401, 0.1525, 0.1506, 0.1398, 0.0838, 0.1098, 0.1086, 0.0901, 0.0993, 0.1048, -0.0418, -0.1536, -0.2100, -0.0394, -0.6618, 0.8030, -0.0404, -0.0758, -0.1451, -0.0378, -0.2614, 0.1935, -0.2099, -0.0026, -0.0674, -0.0678, -0.0278, -0.1693, 0.1116, 0.1061, 0.1100, 0.0841, 0.1012, 0.1159, 0.1167, 0.1229, 0.1123, 0.1100, 0.0887, 0.1642, -0.0624, -0.3884, -0.0761, -0.0702, -0.0659, -0.0683, -0.0066, -0.0424, 0.1108, 0.0850, 0.0637, 0.0814, 0.1380, 0.0799, 0.0859, 0.0767, 0.1324, 0.1336, 0.1410, 0.1264, -0.5209, 0.1497, 0.1421, -0.0548, 0.0301, -0.1389, 0.0064, -0.1030, 0.0376, 0.1170, 0.1054, 0.1080, 0.1357]
}